[1]
C9H15B2BeBrClF10LiN2O9 | ωB97M-V/def2-TZVPD

Results
Net charge ... 0
Electronic energy ... -5242.47997 a.u.
Kohn-Sham gap ... 1.8 eV
Energy above the lowest of the compared OMol25 structures with the same formula, charge and spin ... 231.4 kcal per mole
E_HOMO ... -6.37 eV

Each line ends with the Löwdin charge.
Atoms and positions in Å:
C (-5.55061, 0.54527, 2.07318)  0.04
C (-4.48101, 0.49508, 0.99801)  -0.15
N (-3.44419, -0.64237, 1.11408)  -0.43
Br (-3.26390, -1.33685, -0.63690)  1.03
B (-4.09738, -1.67811, 2.03904)  -0.53
C (-5.22006, -2.79955, 1.54413)  -0.05
O (-3.66637, -1.70572, 3.47166)  0.06
C (-2.17203, -0.03636, 1.66335)  -0.12
O (-2.27955, 1.22959, 2.15541)  -0.19
C (-0.70453, -0.75798, 1.76809)  -0.09
F (-0.76224, -2.25435, 1.86252)  0.03
F (-0.07223, -0.31458, 3.06638)  -0.03
C (0.33366, -0.41208, 0.54832)  -0.10
F (1.68341, -0.92255, 0.99590)  0.04
F (0.04932, -1.10726, -0.73181)  0.01
C (0.54048, 1.18412, 0.23798)  -0.09
F (1.94275, 1.31905, -0.30871)  0.02
F (0.49953, 2.06373, 1.43719)  -0.23
C (-0.43844, 1.73057, -1.00312)  -0.15
O (-1.62425, 2.32146, -0.72818)  0.02
O (0.10246, 1.56839, -2.38670)  0.01
H (-6.59668, 0.00055, 1.96090)  0.10
H (-5.41705, 1.16515, 3.08302)  0.09
H (-4.49683, 1.27810, 0.12798)  0.15
H (-5.38671, -3.53822, 2.46287)  0.10
H (-4.86683, -3.46174, 0.64566)  0.05
H (-6.28223, -2.31086, 1.30814)  0.09
H (-4.19170, -1.04340, 4.00942)  0.09
H (0.10958, 2.52391, -2.74590)  0.16
B (3.95683, -0.06533, -3.05571)  -1.13
F (3.15041, 0.76358, -3.93679)  0.05
F (3.08528, -0.87814, -2.22302)  0.06
F (4.81136, -0.93079, -3.85236)  0.04
F (4.78039, 0.78410, -2.21070)  0.09
N (4.96795, 0.16973, -6.86811)  0.22
H (4.60265, -0.02615, -5.92879)  0.10
H (5.00427, 1.18512, -7.01638)  0.00
H (5.91256, -0.22303, -6.95673)  0.14
H (4.35260, -0.25694, -7.57054)  0.09
C (5.91484, 0.19093, 1.38613)  -0.86
O (5.20357, 0.16260, 2.41918)  -0.01
O (5.19121, -0.08120, 0.30929)  0.04
O (7.13366, 0.42345, 1.22486)  0.00
H (4.38292, -0.18573, 0.85119)  0.09
Be (3.96322, -2.36411, -2.72649)  0.64
Cl (-0.71882, 2.15693, 3.08709)  0.76
O (-0.74560, 0.85147, 6.10957)  -0.11
H (-0.52305, 0.31709, 5.36920)  -0.12
Li (3.69302, 2.08821, -8.10691)  0.43
O (-4.22417, 1.00884, 4.58693)  -0.34
H (-4.14145, 1.80635, 5.07720)  -0.09


[2]
C9H15BCrN4O21S | ωB97M-V/def2-TZVPD

Results
Net charge ... -2
Electronic energy ... -3618.43879 a.u.
Kohn-Sham gap (alpha / beta) ... 5.1 / 5.0 eV
Energy above the lowest of the compared OMol25 structures with the same formula, charge and spin ... 0.0 kcal per mole
E_HOMO (alpha / beta) ... -1.14 / -1.15 eV
Multiplicity ... 5

Each line ends with the Löwdin charge.
Atoms and positions in Å:
Cr (0.59221, -0.56375, 1.37302)  0.81
O (-1.17148, 0.60854, -7.00839)  0.14
C (-1.41242, 0.77815, -5.84732)  -0.37
O (-1.68118, -0.13104, -4.89451)  0.21
B (-1.88379, 0.50630, -3.57038)  -0.84
O (-2.01182, 1.94898, -3.90414)  0.22
C (-1.76221, 2.16192, -5.18464)  -0.39
O (-1.81889, 3.15869, -5.86001)  0.13
O (-0.73924, 0.25328, -2.66954)  0.26
C (-1.13672, -0.39020, -1.62147)  -0.35
O (-0.46126, -0.62482, -0.64848)  0.11
C (-2.67170, -0.41994, -1.63465)  -0.35
O (-3.06699, -0.02054, -2.85125)  0.23
O (-3.43993, -0.66615, -0.74851)  0.15
C (0.61196, 0.65494, 4.15578)  -0.35
O (1.25211, -0.27146, 3.37901)  -0.35
H (0.63818, 1.68889, 3.77329)  0.04
H (-0.38596, 0.34206, 4.50594)  0.05
H (1.22045, 0.83850, 5.06097)  0.05
S (3.10659, -2.55431, 1.55973)  0.17
O (2.58865, -3.07122, 2.84489)  -0.41
O (4.10395, -1.57901, 1.99851)  -0.42
O (3.75752, -3.50388, 0.66002)  -0.41
O (2.02091, -1.80403, 0.88782)  -0.48
C (4.51571, 0.05317, -1.49605)  0.08
N (3.47789, 1.04848, -1.04868)  -0.40
O (3.33840, 2.05039, -1.75197)  0.00
O (2.68557, 0.84007, -0.15833)  0.08
H (5.53836, 0.38076, -1.33420)  0.09
H (4.32857, -0.11142, -2.55230)  0.09
H (4.23569, -0.74216, -0.79918)  0.09
C (-0.08307, -4.70263, 1.37881)  0.08
N (-1.05097, -3.52748, 1.34142)  -0.40
O (-2.19395, -3.70972, 0.99327)  0.06
O (-0.59421, -2.47995, 1.75157)  0.02
H (0.80864, -4.26973, 0.92292)  0.08
H (-0.41355, -5.38478, 0.59727)  0.09
H (0.01143, -5.03841, 2.40411)  0.11
C (-3.77605, 0.81128, 2.18290)  0.05
N (-2.35696, 1.10348, 2.09844)  -0.39
O (-1.65622, 0.17769, 1.73012)  0.02
O (-1.92916, 2.13774, 2.57799)  0.08
H (-3.94058, 0.48553, 3.21153)  0.11
H (-3.84744, -0.10998, 1.60598)  0.09
H (-4.45555, 1.62341, 1.94894)  0.10
C (-0.08766, 3.36508, -0.48310)  0.08
N (0.40230, 2.85232, 0.85108)  -0.38
O (0.80549, 3.61512, 1.71179)  0.08
O (0.44462, 1.65141, 0.95491)  -0.03
H (0.20316, 2.63000, -1.22870)  0.09
H (0.47983, 4.27086, -0.69140)  0.09
H (-1.13924, 3.63957, -0.47483)  0.10


[3]
C9H15ClO5Pt | ωB97M-V/def2-TZVPD

Results
Net charge ... +2
Electronic energy ... -1306.37596 a.u.
Kohn-Sham gap ... 2.4 eV
E_HOMO ... -16.44 eV

Each line ends with the Löwdin charge.
Atoms and positions in Å:
C (2.65238, -0.72999, 0.67447)  -0.05
O (2.96545, 0.58341, 0.05413)  -0.10
C (1.71262, 1.39322, 0.13450)  -0.13
C (1.24296, 1.95941, -1.36644)  -0.09
C (0.53688, 0.77225, -2.28536)  -0.16
C (-0.96662, 0.34769, -1.78546)  -0.12
C (-1.08879, -1.24463, -1.31280)  -0.10
O (-2.25742, -1.45069, -0.41111)  -0.05
C (-1.83772, -1.99246, 0.89125)  -0.23
O (-1.11759, -3.12469, 1.07108)  0.10
O (-2.18095, -1.23519, 2.14001)  -0.01
C (-1.20658, -0.13300, 2.14939)  -0.14
C (-1.31591, 0.88116, 3.43291)  -0.51
O (-1.71703, 2.15376, 3.17609)  -0.02
Cl (-0.88333, 0.41256, 5.17384)  0.67
H (3.60607, -1.43989, 0.73236)  0.15
H (1.85022, -1.35406, 0.05191)  0.11
H (2.17331, -0.61680, 1.75670)  0.13
H (0.86616, 0.62246, 0.44134)  0.09
H (1.79099, 2.29160, 0.88895)  0.19
H (2.15551, 2.48599, -1.90970)  0.16
H (0.36292, 2.72994, -1.12835)  0.15
H (0.42629, 1.15604, -3.40007)  0.14
H (1.24426, -0.18324, -2.31683)  0.14
H (-1.69489, 0.43907, -2.72618)  0.14
H (-1.41444, 1.03413, -0.94923)  0.14
H (-0.09219, -1.68129, -0.88293)  0.15
H (-1.34589, -1.85919, -2.29833)  0.09
H (-0.10262, -0.57152, 2.06724)  0.14
H (-1.35904, 0.51030, 1.16769)  0.12
Pt (-3.00498, -2.15635, -3.23105)  0.92


[4]
C9H15ClOSi | ωB97M-V/def2-TZVPD

Results
Net charge ... 0
Electronic energy ... -1176.81188 a.u.
Kohn-Sham gap ... 9.7 eV
Energy above the lowest of the compared OMol25 structures with the same formula, charge and spin ... 3.6 kcal per mole
E_HOMO ... -8.86 eV

Each line ends with the Löwdin charge.
Atoms and positions in Å:
C (-1.00183, -2.18734, 1.60528)  -0.07
C (-1.61460, -3.37993, 1.81235)  -0.12
C (-2.61965, -2.48672, 0.12719)  -0.14
C (-1.65718, -1.58648, 0.49218)  -0.28
C (3.50822, 0.77625, 0.66656)  -0.17
C (-2.44677, 1.45417, 0.43548)  -0.20
C (-1.36369, 0.02312, -2.17892)  -0.19
C (1.00271, 0.62740, 0.01024)  -0.19
C (2.11307, 1.24015, 1.01063)  -0.79
O (-2.60206, -3.56914, 0.91547)  0.01
Si (-1.33834, 0.08701, -0.27607)  0.77
Cl (1.73072, 0.71834, 2.68733)  0.54
H (-0.18401, -1.76762, 2.15241)  0.08
H (-1.46042, -4.15678, 2.53369)  0.12
H (-3.34967, -2.46097, -0.65824)  0.12
H (4.22141, 1.19167, 1.37742)  0.07
H (3.77398, 1.11071, -0.33410)  0.08
H (3.57344, -0.30929, 0.70701)  0.07
H (-2.20604, 2.42115, 0.00545)  0.02
H (-3.49411, 1.24750, 0.22682)  0.02
H (-2.33464, 1.53171, 1.51255)  0.03
H (-1.31267, -0.99693, -2.54695)  0.02
H (-2.26596, 0.47752, -2.58042)  0.02
H (-0.51973, 0.56143, -2.59684)  0.02
H (1.09392, 1.24158, -0.88593)  0.02
H (1.35865, -0.37092, -0.24486)  0.03
H (2.03199, 2.32775, 1.02107)  0.08